{"formula": "C36H80AsF6N8O11", "method": "ωB97M-V/def2-TZVPD", "energy_ha": -5520.386423, "charge": -1, "orbital_gap_ha": 0.3500, "elements": ["As", "F", "F", "F", "F", "F", "F", "O", "O", "O", "O", "O", "O", "O", "O", "O", "O", "O", "N", "N", "N", "N", "N", "N", "N", "N", "C", "C", "C", "C", "C", "C", "C", "C", "C", "C", "C", "C", "C", "C", "C", "C", "C", "C", "C", "C", "C", "C", "C", "C", "C", "C", "C", "C", "C", "C", "C", "C", "C", "C", "C", "C", "H", "H", "H", "H", "H", "H", "H", "H", "H", "H", "H", "H", "H", "H", "H", "H", "H", "H", "H", "H", "H", "H", "H", "H", "H", "H", "H", "H", "H", "H", "H", "H", "H", "H", "H", "H", "H", "H", "H", "H", "H", "H", "H", "H", "H", "H", "H", "H", "H", "H", "H", "H", "H", "H", "H", "H", "H", "H", "H", "H", "H", "H", "H", "H", "H", "H", "H", "H", "H", "H", "H", "H", "H", "H", "H", "H", "H", "H", "H", "H"], "positions_angstrom": [[2.020, 8.348, -28.586], [2.766, 9.812, -29.302], [3.260, 8.353, -27.245], [1.376, 6.804, -27.939], [0.785, 8.306, -29.901], [0.805, 9.308, -27.645], [3.153, 7.366, -29.680], [4.984, 18.454, -35.442], [-0.675, 13.733, -21.102], [7.537, 3.331, -37.010], [9.364, 3.382, -27.130], [-8.193, 9.284, -29.283], [-4.327, 0.424, -25.326], [-0.660, 8.964, -35.912], [11.591, 8.553, -22.104], [10.801, 13.939, -27.090], [-0.855, 6.117, -20.615], [-3.228, 3.211, -33.764], [5.275, 3.780, -36.831], [4.432, 16.912, -33.894], [9.536, 12.255, -27.947], [-6.303, 9.552, -28.095], [7.751, 1.993, -27.978], [-1.602, 1.991, -33.022], [9.301, 8.254, -22.120], [-5.584, 2.173, -26.031], [-0.264, 1.974, -32.372], [5.772, 16.782, -33.343], [1.131, 5.259, -21.572], [-5.371, 9.258, -29.148], [-7.607, 9.511, -28.228], [10.686, 12.842, -27.599], [0.868, 4.733, -20.136], [8.255, 12.888, -27.702], [9.055, 9.654, -21.748], [-2.246, 3.176, -33.072], [-0.145, 6.105, -21.822], [3.417, 16.007, -33.356], [6.366, 3.230, -37.410], [-1.006, 13.733, -22.497], [0.668, 15.458, -22.043], [8.587, 0.853, -28.189], [8.211, 7.261, -21.975], [-4.535, 2.967, -26.752], [-0.598, 11.238, -36.413], [-2.028, 9.499, -35.913], [8.189, 3.179, -27.468], [-0.493, 15.099, -23.004], [-5.410, 0.969, -25.470], [-0.140, 5.627, -19.536], [-1.965, 0.777, -33.753], [9.476, 10.764, -28.158], [0.293, 10.054, -35.893], [-5.735, 9.667, -26.785], [-6.945, 2.825, -26.147], [10.609, 7.902, -22.202], [4.144, 17.784, -34.884], [-1.982, 11.011, -35.830], [5.279, 4.664, -35.678], [0.534, 14.469, -20.877], [6.376, 1.769, -28.189], [3.995, 3.703, -37.547], [5.935, 1.185, -27.381], [6.442, 17.586, -33.650], [-7.348, 2.825, -27.160], [6.199, 1.397, -29.198], [-1.749, 3.999, -32.538], [1.229, 9.854, -36.415], [9.148, 9.906, -20.691], [-4.550, 4.028, -26.502], [0.243, 6.429, -18.904], [3.072, 17.735, -35.132], [7.581, 12.857, -28.557], [-0.255, 14.954, -24.058], [7.819, 12.400, -26.830], [0.582, 1.811, -33.041], [5.696, 16.888, -32.261], [-0.040, 2.928, -31.895], [-0.562, 12.917, -23.067], [0.612, 14.939, -19.897], [-7.679, 2.224, -25.611], [8.010, 9.858, -21.981], [-6.351, 0.504, -25.136], [-5.186, 8.758, -26.538], [-2.230, -0.075, -33.126], [7.389, 7.671, -22.561], [-2.790, 11.530, -36.345], [-0.371, 1.242, -31.572], [-1.960, 11.389, -34.807], [-8.118, 9.720, -27.276], [3.181, 3.603, -36.829], [1.773, 4.828, -19.536], [-5.742, 9.327, -30.171], [-5.098, 8.205, -29.077], [5.916, 5.548, -35.700], [8.894, 10.500, -29.041], [-0.178, 12.236, -36.288], [4.247, 4.803, -35.355], [-0.616, 11.180, -37.501], [9.477, 0.856, -27.559], [2.010, 5.904, -21.539], [-2.839, 0.927, -34.386], [9.034, 10.342, -27.255], [8.435, 6.269, -22.367], [-4.710, 2.742, -27.804], [11.488, 12.110, -27.779], [1.353, 13.751, -20.911], [6.235, 15.818, -33.550], [10.417, 10.255, -28.365], [-2.081, 13.621, -22.635], [9.703, 10.341, -22.293], [-2.384, 9.153, -34.942], [0.610, 10.261, -34.871], [8.416, 13.945, -27.491], [-3.561, 2.546, -26.502], [-1.328, 15.796, -22.939], [3.566, 14.932, -33.454], [-6.395, 9.970, -25.972], [3.883, 2.965, -38.341], [0.178, 7.113, -22.082], [8.035, 7.120, -20.909], [-0.743, 5.051, -18.834], [-0.782, 5.699, -22.608], [-4.421, 9.788, -29.086], [6.100, 2.710, -38.343], [-6.849, 3.815, -25.701], [3.427, 16.150, -32.276], [-2.547, 9.118, -36.792], [10.685, 6.842, -22.492], [8.159, -0.096, -27.867], [5.669, 4.128, -34.813], [7.425, 3.972, -27.456], [8.868, 0.791, -29.241], [0.474, 3.733, -20.316], [1.613, 15.444, -22.586], [-4.971, 10.442, -26.838], [1.202, 4.505, -22.356], [0.580, 16.497, -21.725], [5.757, 2.665, -28.220], [-1.218, 0.465, -34.483], [3.828, 4.670, -38.022], [2.430, 16.284, -33.728]]}


{"formula": "C36H80F10N9Na2O20S10", "method": "ωB97M-V/def2-TZVPD", "energy_ha": -8722.191913, "charge": 1, "orbital_gap_ha": 0.2368, "elements": ["S", "S", "S", "S", "S", "S", "S", "S", "S", "S", "Na", "Na", "F", "F", "F", "F", "F", "F", "F", "F", "F", "F", "O", "O", "O", "O", "O", "O", "O", "O", "O", "O", "O", "O", "O", "O", "O", "O", "O", "O", "O", "O", "N", "N", "N", "N", "N", "N", "N", "N", "N", "C", "C", "C", "C", "C", "C", "C", "C", "C", "C", "C", "C", "C", "C", "C", "C", "C", "C", "C", "C", "C", "C", "C", "C", "C", "C", "C", "C", "C", "C", "C", "C", "C", "C", "C", "C", "H", "H", "H", "H", "H", "H", "H", "H", "H", "H", "H", "H", "H", "H", "H", "H", "H", "H", "H", "H", "H", "H", "H", "H", "H", "H", "H", "H", "H", "H", "H", "H", "H", "H", "H", "H", "H", "H", "H", "H", "H", "H", "H", "H", "H", "H", "H", "H", "H", "H", "H", "H", "H", "H", "H", "H", "H", "H", "H", "H", "H", "H", "H", "H", "H", "H", "H", "H", "H", "H", "H", "H", "H", "H", "H", "H", "H", "H", "H", "H"], "positions_angstrom": [[4.741, 4.340, 17.186], [2.713, 6.991, 13.236], [-1.953, 7.505, 13.369], [4.114, 5.047, 13.078], [2.826, 8.237, 17.250], [7.078, 3.539, 17.004], [4.563, 9.944, 9.875], [-3.930, 8.414, 12.219], [6.557, 11.232, 10.614], [4.182, 10.073, 18.294], [5.623, 8.552, 12.902], [5.985, 6.786, 15.238], [1.628, 8.345, 16.228], [3.876, 11.366, 19.158], [2.914, 8.542, 13.659], [3.859, 5.399, 16.405], [-1.172, 6.100, 13.520], [-5.217, 7.772, 11.567], [4.129, 8.432, 10.124], [8.424, 4.429, 16.878], [7.108, 11.811, 11.992], [5.591, 4.639, 13.590], [3.347, 4.194, 13.903], [3.372, 10.657, 10.122], [2.375, 7.147, 11.859], [5.168, 9.903, 8.617], [5.871, 12.358, 10.085], [-0.957, 8.249, 12.649], [3.952, 7.967, 16.426], [-4.435, 9.064, 13.359], [4.183, 4.833, 11.682], [4.128, 3.094, 16.871], [5.196, 10.509, 17.368], [1.738, 6.536, 14.128], [4.577, 9.131, 19.277], [7.062, 3.213, 18.377], [2.439, 7.265, 18.179], [-2.163, 7.820, 14.726], [-3.379, 9.179, 11.152], [7.716, 10.740, 9.955], [7.343, 2.489, 16.079], [4.705, 4.806, 18.502], [5.606, 10.057, 11.154], [4.108, 0.368, 13.988], [-3.177, 6.957, 12.544], [2.739, 9.797, 17.699], [-0.141, 7.989, 8.730], [9.627, 4.057, 12.348], [4.259, 6.683, 13.507], [1.618, 12.059, 13.528], [6.098, 4.725, 16.449], [0.262, 5.732, 9.801], [-0.675, 8.114, 6.304], [0.642, 6.713, 8.698], [11.487, 2.515, 11.818], [8.719, 3.080, 12.994], [-2.167, 7.984, 6.603], [1.577, 11.014, 12.489], [5.254, 0.558, 14.933], [4.454, 12.975, 13.866], [2.892, 0.848, 14.719], [12.435, 3.158, 12.791], [-2.392, 7.136, 7.855], [3.217, 1.043, 11.730], [2.531, 11.516, 14.651], [7.884, 4.889, 10.650], [2.278, -0.108, 15.723], [-0.474, 11.134, 14.696], [7.217, 6.137, 10.058], [4.007, 11.587, 14.334], [3.606, 13.406, 12.682], [0.239, 12.313, 14.077], [4.039, -1.098, 13.622], [4.323, 1.183, 12.755], [3.062, -0.418, 11.318], [1.293, 0.598, 16.663], [8.816, 5.222, 11.790], [2.142, 13.348, 13.023], [-1.610, 7.737, 9.011], [0.057, 8.742, 7.461], [2.999, -1.351, 12.549], [0.367, 8.793, 9.852], [11.670, 3.814, 13.929], [1.311, 4.623, 9.804], [-1.834, 11.544, 15.284], [10.437, 3.460, 11.252], [10.516, 4.668, 13.434], [9.792, 4.942, 14.203], [-2.182, 10.789, 15.984], [2.115, -0.582, 10.807], [2.313, 4.926, 10.099], [1.821, -0.966, 15.229], [-2.003, 6.143, 7.597], [10.851, 5.639, 13.061], [4.350, 2.202, 13.126], [6.139, 0.155, 14.444], [9.541, 5.989, 11.529], [0.784, 1.429, 16.175], [0.197, 6.203, 10.781], [11.945, 2.004, 10.968], [7.057, 4.215, 10.886], [3.097, 1.827, 15.156], [13.137, 2.432, 13.202], [5.350, 1.610, 15.179], [1.789, 0.902, 17.579], [4.232, 13.609, 14.736], [0.128, 10.703, 15.489], [7.941, 6.913, 9.802], [10.830, 4.231, 10.593], [4.324, 10.884, 13.541], [4.581, 11.314, 15.222], [-2.633, 8.968, 6.699], [10.932, 1.699, 12.294], [0.440, 6.178, 7.771], [1.331, 4.118, 8.832], [-2.007, 8.750, 9.102], [1.495, 13.631, 12.193], [11.241, 3.161, 14.693], [1.989, -1.369, 12.962], [-0.360, 12.776, 13.290], [1.061, 11.455, 11.624], [3.073, -0.533, 16.348], [2.195, 10.539, 14.957], [13.080, 3.901, 12.311], [0.500, -0.104, 16.922], [3.841, 12.729, 11.844], [-0.675, 5.232, 9.557], [5.023, -1.327, 13.211], [3.995, 14.347, 12.292], [12.332, 4.508, 14.450], [8.471, 4.383, 9.880], [1.702, 6.947, 8.777], [2.326, 12.193, 15.486], [1.203, 9.418, 9.517], [2.286, 1.513, 12.036], [3.171, -2.361, 12.170], [6.438, 6.637, 10.660], [0.390, 13.040, 14.879], [5.315, 0.911, 12.390], [6.695, 5.845, 9.149], [-2.524, 11.689, 14.458], [1.007, 10.132, 12.748], [3.885, -0.741, 10.680], [-1.730, 12.428, 15.922], [3.587, 1.630, 10.882], [-0.640, 8.811, 5.462], [2.100, 1.059, 13.998], [-0.251, 7.186, 5.920], [5.528, 12.947, 13.710], [-1.720, 7.212, 9.951], [9.799, 2.794, 10.672], [-0.714, 10.351, 13.974], [5.051, 0.008, 15.846], [1.982, 14.111, 13.791], [9.297, 2.309, 13.486], [3.855, -1.624, 14.551], [8.220, 5.587, 12.634], [1.130, 8.781, 7.267], [-2.620, 7.479, 5.748], [2.558, 10.786, 12.085], [-0.270, 9.775, 7.577], [1.004, 3.833, 10.497], [8.071, 2.665, 12.227], [0.666, 8.307, 10.770], [-0.370, 9.563, 10.087], [8.151, 3.598, 13.748], [-3.442, 7.108, 8.132]]}


{"formula": "C36H80N8O18S2", "method": "ωB97M-V/def2-TZVPD", "energy_ha": -4008.469086, "smiles": "O=S1(=O)OCCO1.O=S1(=O)OCCO1.CNC(C)=O.CNC(C)=O.CNC(C)=O.CNC(C)=O.CNC(C)=O.CNC(C)=O.CNC(C)=O.CNC(C)=O.C1CCOC1.C1CCOC1", "orbital_gap_ha": 0.2865, "elements": ["S", "S", "O", "O", "O", "O", "O", "O", "O", "O", "O", "O", "O", "O", "O", "O", "O", "O", "O", "O", "N", "N", "N", "N", "N", "N", "N", "N", "C", "C", "C", "C", "C", "C", "C", "C", "C", "C", "C", "C", "C", "C", "C", "C", "C", "C", "C", "C", "C", "C", "C", "C", "C", "C", "C", "C", "C", "C", "C", "C", "C", "C", "C", "C", "H", "H", "H", "H", "H", "H", "H", "H", "H", "H", "H", "H", "H", "H", "H", "H", "H", "H", "H", "H", "H", "H", "H", "H", "H", "H", "H", "H", "H", "H", "H", "H", "H", "H", "H", "H", "H", "H", "H", "H", "H", "H", "H", "H", "H", "H", "H", "H", "H", "H", "H", "H", "H", "H", "H", "H", "H", "H", "H", "H", "H", "H", "H", "H", "H", "H", "H", "H", "H", "H", "H", "H", "H", "H", "H", "H", "H", "H", "H", "H"], "positions_angstrom": [[0.252, 3.878, -3.978], [4.349, -4.084, 1.447], [-1.623, -1.144, -0.764], [0.187, 4.189, -5.592], [-0.913, 3.081, -3.585], [1.618, 3.528, -3.571], [2.450, 1.091, 1.222], [4.986, -2.615, 0.993], [2.982, -0.720, -3.234], [-0.144, -5.741, 5.599], [3.566, -3.953, 2.658], [-1.390, -5.896, -2.132], [-0.717, 0.484, -7.684], [3.262, -4.099, 0.142], [-3.767, 1.724, 1.944], [5.355, -5.149, 1.365], [-0.039, 5.417, -3.536], [0.284, 5.125, 2.102], [0.309, -0.769, 5.398], [-3.603, -3.171, 3.217], [-4.563, 2.488, -0.072], [0.782, 2.545, 1.839], [-2.053, -4.834, 4.811], [-1.071, 5.760, 0.536], [-1.833, -3.953, -1.004], [1.632, -2.063, 6.692], [-3.481, -0.898, 3.303], [0.298, -0.730, 0.320], [3.933, -1.155, -4.206], [1.124, 0.786, -6.426], [-0.460, 5.983, 1.667], [1.377, -1.351, 5.613], [1.971, 2.232, 1.310], [-4.808, 1.165, -0.574], [-1.110, -4.719, -1.833], [-4.038, 2.655, 1.172], [3.855, -3.351, -0.894], [-0.735, -5.032, 4.792], [4.419, -2.106, -0.209], [0.642, 0.741, -7.880], [2.775, 3.450, 0.863], [3.097, 0.689, -3.102], [-5.099, -1.881, 1.864], [-0.045, -4.354, 3.612], [0.312, -2.040, 1.017], [-0.929, 4.613, -0.337], [-0.489, 0.866, -1.409], [-0.849, -0.442, -6.636], [5.138, -0.194, -4.020], [2.468, -1.101, 4.584], [-0.623, -0.432, -0.592], [-2.378, -0.886, 4.223], [0.061, -4.090, -2.530], [-3.020, -5.523, 5.605], [-0.676, 7.309, 2.315], [-2.812, -4.574, -0.128], [0.496, 6.300, -4.493], [0.332, -0.292, -5.727], [0.336, 5.587, -5.851], [-0.083, 1.626, 2.540], [-3.984, -2.055, 2.860], [0.585, -2.485, 7.604], [4.552, 1.072, -3.359], [-3.719, 4.114, 1.591], [0.659, -1.969, 2.048], [1.032, 1.803, -6.047], [-5.371, 1.134, -1.505], [2.152, 0.478, -6.226], [-3.954, -4.964, 5.619], [3.705, 3.120, 0.404], [-1.427, 3.695, -0.022], [-3.930, 0.524, -0.673], [-0.521, 8.077, 1.556], [-0.026, 0.010, -4.743], [-1.622, 6.480, 0.094], [1.059, -2.734, 0.622], [0.972, -4.050, 3.858], [2.465, -1.862, 3.804], [2.370, -0.135, 4.092], [-1.361, 1.423, -1.070], [0.913, -4.770, -2.484], [-0.913, -1.437, -7.086], [2.271, 3.955, 0.035], [-3.289, -3.866, 0.551], [0.230, -1.695, 8.268], [-0.611, 5.761, -6.364], [-2.329, -5.331, 0.488], [-4.900, 3.268, -0.612], [5.640, 0.054, -4.953], [1.140, 5.722, -6.573], [0.919, -3.286, 8.261], [-5.398, -2.825, 1.410], [4.608, -4.035, -1.294], [0.049, 4.253, -0.663], [-0.859, 1.241, 1.874], [-0.179, -4.045, -3.593], [-3.667, -4.959, -0.686], [0.433, -3.141, -2.142], [2.490, 1.192, -3.860], [2.590, -2.362, 6.786], [-1.713, 7.431, 2.635], [4.171, -2.204, -4.033], [-3.700, -0.010, 2.874], [-1.791, -2.944, -1.085], [-1.461, -1.377, 3.896], [2.783, 4.222, 1.631], [3.547, -1.484, -0.001], [-1.302, 4.939, -1.309], [-2.603, -1.415, 5.151], [-2.626, -5.659, 6.613], [-2.154, 0.143, 4.501], [0.393, 0.726, 2.928], [5.180, -1.543, -0.746], [3.109, -3.187, -1.670], [3.421, -1.080, 5.117], [2.662, 1.037, -2.166], [-3.228, -6.509, 5.184], [-0.432, 0.598, -2.461], [0.066, -5.132, 2.854], [0.805, 1.641, -8.473], [-4.872, -1.159, 1.083], [-5.421, 0.588, 0.121], [0.462, 1.314, -1.120], [-0.594, -3.512, 3.192], [3.495, -1.076, -5.204], [1.527, 6.579, -4.274], [5.050, 1.405, -2.448], [5.759, -0.637, -3.242], [-2.462, -4.156, 4.177], [4.686, 1.935, -4.011], [-0.267, -2.843, 7.026], [-0.109, 7.203, -4.438], [-3.408, 4.770, 0.779], [1.075, -0.090, 0.416], [0.964, -1.178, -5.685], [-0.582, 2.145, 3.358], [0.465, 3.510, 1.934], [0.988, -0.099, -8.491], [-5.942, -1.587, 2.492], [-2.906, 4.166, 2.313], [-0.622, -2.578, 0.872], [-1.783, -0.298, -6.092], [-0.067, 7.492, 3.197], [-4.635, 4.574, 1.964]]}